{"formula": "C76H209N19O19", "method": "ωB97M-V/def2-TZVPD", "homo_lumo_gap_ev": 9.090, "lumo_ev": 0.416, "multiplicity": 1, "total_charge": 0, "e_above_lowest_kcal_mol": 227.2, "symbols": ["C", "C", "C", "O", "C", "N", "H", "H", "H", "H", "H", "H", "H", "H", "H", "H", "H", "C", "C", "C", "O", "C", "N", "H", "H", "H", "H", "H", "H", "H", "H", "H", "H", "H", "C", "C", "C", "O", "C", "N", "H", "H", "H", "H", "H", "H", "H", "H", "H", "H", "H", "C", "C", "C", "O", "C", "N", "H", "H", "H", "H", "H", "H", "H", "H", "H", "H", "H", "C", "C", "C", "O", "C", "N", "H", "H", "H", "H", "H", "H", "H", "H", "H", "H", "H", "C", "C", "C", "O", "C", "N", "H", "H", "H", "H", "H", "H", "H", "H", "H", "H", "H", "C", "C", "C", "O", "C", "N", "H", "H", "H", "H", "H", "H", "H", "H", "H", "H", "H", "C", "C", "C", "O", "C", "N", "H", "H", "H", "H", "H", "H", "H", "H", "H", "H", "H", "C", "C", "C", "O", "C", "N", "H", "H", "H", "H", "H", "H", "H", "H", "H", "H", "H", "C", "C", "C", "O", "C", "N", "H", "H", "H", "H", "H", "H", "H", "H", "H", "H", "H", "C", "C", "C", "O", "C", "N", "H", "H", "H", "H", "H", "H", "H", "H", "H", "H", "H", "C", "C", "C", "O", "C", "N", "H", "H", "H", "H", "H", "H", "H", "H", "H", "H", "H", "C", "C", "C", "O", "C", "N", "H", "H", "H", "H", "H", "H", "H", "H", "H", "H", "H", "C", "C", "C", "O", "C", "N", "H", "H", "H", "H", "H", "H", "H", "H", "H", "H", "H", "C", "C", "C", "O", "C", "N", "H", "H", "H", "H", "H", "H", "H", "H", "H", "H", "H", "C", "C", "C", "O", "C", "N", "H", "H", "H", "H", "H", "H", "H", "H", "H", "H", "H", "C", "C", "C", "O", "C", "N", "H", "H", "H", "H", "H", "H", "H", "H", "H", "H", "H", "C", "C", "C", "O", "C", "N", "H", "H", "H", "H", "H", "H", "H", "H", "H", "H", "H", "C", "C", "C", "O", "C", "N", "H", "H", "H", "H", "H", "H", "H", "H", "H", "H", "H"], "xyz": [[3.469, -0.684, 16.983], [4.493, -0.252, 18.138], [4.096, 0.898, 18.977], [2.822, 0.692, 19.611], [2.206, 1.873, 20.118], [4.900, -1.439, 18.932], [4.100, -1.162, 16.234], [3.199, 0.166, 16.356], [2.532, -1.205, 17.182], [5.446, 0.063, 17.713], [3.921, 1.709, 18.270], [4.863, 1.198, 19.691], [1.253, 1.772, 20.639], [1.858, 2.418, 19.240], [2.907, 2.430, 20.739], [4.202, -1.765, 19.584], [5.213, -2.191, 18.334], [14.718, 3.008, 12.069], [14.214, 1.555, 11.963], [12.733, 1.500, 12.533], [12.748, 1.864, 13.931], [11.503, 1.665, 14.570], [14.351, 1.096, 10.617], [13.909, 3.672, 11.763], [15.581, 3.290, 11.467], [14.868, 3.294, 13.110], [14.789, 0.888, 12.605], [12.217, 0.547, 12.413], [12.223, 2.242, 11.917], [11.769, 1.715, 15.626], [11.005, 0.714, 14.377], [10.740, 2.405, 14.333], [15.303, 1.205, 10.296], [14.239, 0.092, 10.643], [10.601, -2.505, 10.232], [10.719, -2.092, 11.735], [9.831, -2.964, 12.657], [8.505, -2.493, 12.620], [7.609, -3.225, 13.526], [12.142, -2.304, 12.194], [10.682, -3.570, 10.018], [11.351, -1.980, 9.639], [9.619, -2.190, 9.879], [10.391, -1.062, 11.878], [10.155, -2.783, 13.682], [9.936, -4.035, 12.485], [6.542, -3.010, 13.593], [7.813, -3.096, 14.589], [7.804, -4.296, 13.580], [12.828, -1.802, 11.649], [12.218, -1.874, 13.105], [7.702, 3.016, 1.510], [7.969, 1.886, 2.491], [6.884, 1.540, 3.510], [7.232, 0.359, 4.282], [6.537, 0.105, 5.567], [8.245, 0.703, 1.713], [6.764, 2.911, 0.964], [8.601, 3.317, 0.973], [7.577, 3.920, 2.106], [8.774, 2.163, 3.171], [5.913, 1.358, 3.050], [6.872, 2.435, 4.131], [5.463, -0.019, 5.430], [6.739, 0.940, 6.238], [6.860, -0.764, 6.140], [8.967, 0.858, 1.025], [8.715, 0.029, 2.299], [15.642, -2.172, 11.547], [16.425, -1.894, 12.773], [15.705, -2.063, 14.161], [14.513, -1.271, 14.323], [13.668, -1.338, 15.426], [17.726, -2.624, 12.845], [15.320, -3.213, 11.559], [16.173, -2.016, 10.608], [14.731, -1.577, 11.485], [16.773, -0.865, 12.870], [16.244, -1.812, 15.075], [15.529, -3.138, 14.178], [14.055, -0.681, 16.206], [13.860, -2.284, 15.933], [12.650, -1.197, 15.064], [17.695, -3.612, 12.638], [18.309, -2.224, 12.124], [8.443, -7.384, 6.268], [9.504, -7.109, 7.416], [8.666, -7.226, 8.751], [7.722, -6.178, 9.000], [7.397, -5.911, 10.348], [10.591, -8.039, 7.458], [9.084, -7.390, 5.387], [7.744, -6.548, 6.284], [7.911, -8.312, 6.481], [9.959, -6.120, 7.369], [9.412, -7.210, 9.546], [8.195, -8.208, 8.803], [8.265, -5.412, 10.779], [7.224, -6.849, 10.876], [6.585, -5.185, 10.298], [11.010, -7.765, 8.335], [10.160, -8.945, 7.568], [9.205, -0.592, 16.950], [9.242, 0.415, 18.095], [8.591, 1.788, 17.688], [8.942, 2.139, 16.409], [8.436, 3.385, 16.007], [8.471, -0.142, 19.227], [9.361, -1.637, 17.215], [10.047, -0.537, 16.261], [8.289, -0.488, 16.369], [10.294, 0.501, 18.364], [8.870, 2.561, 18.405], [7.503, 1.812, 17.750], [8.500, 3.601, 14.940], [8.832, 4.323, 16.397], [7.384, 3.479, 16.275], [7.525, -0.455, 19.065], [8.362, 0.558, 19.947], [4.673, 1.956, 10.285], [4.465, 1.276, 8.900], [4.407, -0.267, 8.957], [5.717, -0.765, 9.212], [5.969, -1.987, 9.882], [3.330, 1.777, 8.217], [4.685, 3.037, 10.144], [5.590, 1.559, 10.721], [3.807, 1.871, 10.940], [5.360, 1.567, 8.351], [3.884, -0.822, 8.178], [3.873, -0.418, 9.895], [6.991, -2.201, 10.193], [5.718, -2.774, 9.170], [5.292, -2.173, 10.716], [3.257, 1.217, 7.380], [2.486, 1.663, 8.760], [5.022, 0.228, 13.314], [6.332, 0.312, 13.950], [7.576, 0.438, 12.986], [7.694, 1.846, 12.675], [8.431, 2.210, 11.486], [6.327, 1.291, 15.003], [4.283, 0.031, 14.091], [5.042, -0.488, 12.492], [4.831, 1.201, 12.862], [6.468, -0.611, 14.513], [7.364, -0.215, 12.139], [8.550, 0.123, 13.361], [9.460, 1.851, 11.501], [8.537, 3.294, 11.478], [7.934, 1.857, 10.582], [7.212, 1.188, 15.479], [6.482, 2.093, 14.410], [4.373, -5.692, 16.304], [4.278, -5.758, 17.880], [4.905, -7.016, 18.454], [4.197, -8.264, 18.045], [4.397, -9.252, 19.006], [5.030, -4.555, 18.146], [5.334, -5.990, 15.884], [3.878, -4.827, 15.862], [3.820, -6.553, 15.931], [3.248, -5.689, 18.228], [5.196, -6.892, 19.497], [5.834, -7.248, 17.934], [3.828, -10.168, 18.854], [3.899, -8.914, 19.915], [5.454, -9.417, 19.217], [5.836, -4.428, 17.551], [5.434, -4.661, 19.065], [7.157, -8.847, 15.865], [6.327, -9.984, 15.378], [6.359, -11.184, 16.254], [5.397, -12.065, 15.676], [5.633, -13.421, 16.034], [4.960, -9.436, 15.334], [8.217, -9.048, 15.706], [7.112, -8.683, 16.942], [7.029, -7.994, 15.198], [6.793, -10.240, 14.427], [6.149, -11.013, 17.310], [7.350, -11.627, 16.347], [5.196, -14.113, 15.315], [5.253, -13.605, 17.039], [6.658, -13.736, 16.229], [4.371, -10.157, 14.944], [4.624, -9.465, 16.287], [8.320, -7.510, 19.950], [8.577, -5.914, 19.951], [9.202, -5.412, 18.629], [10.503, -5.898, 18.622], [11.220, -5.724, 17.422], [7.231, -5.405, 20.244], [7.499, -7.840, 19.313], [8.053, -7.863, 20.946], [9.114, -8.139, 19.546], [9.197, -5.681, 20.817], [9.160, -4.323, 18.619], [8.528, -5.703, 17.823], [10.573, -5.805, 16.549], [12.094, -6.372, 17.475], [11.610, -4.709, 17.500], [7.263, -4.399, 20.327], [6.907, -5.805, 21.113], [17.000, -5.645, 17.778], [16.687, -5.957, 16.268], [15.317, -5.545, 15.769], [14.970, -5.942, 14.446], [13.748, -5.518, 13.871], [17.657, -5.141, 15.538], [16.760, -4.613, 18.035], [17.982, -6.067, 17.991], [16.266, -6.209, 18.353], [16.891, -7.016, 16.108], [15.159, -4.473, 15.891], [14.478, -5.945, 16.338], [12.902, -6.084, 14.261], [13.606, -5.781, 12.823], [13.591, -4.442, 13.948], [17.259, -4.251, 15.274], [18.378, -4.866, 16.189], [12.857, -0.594, 7.413], [12.123, 0.792, 7.131], [11.164, 1.138, 8.288], [10.533, 2.349, 8.131], [9.803, 2.640, 6.936], [13.086, 1.809, 7.026], [13.449, -0.420, 8.312], [13.631, -0.925, 6.720], [12.221, -1.423, 7.723], [11.639, 0.706, 6.158], [11.798, 1.145, 9.174], [10.399, 0.367, 8.371], [8.916, 3.208, 7.218], [9.379, 1.780, 6.417], [10.449, 3.197, 6.257], [13.369, 1.882, 7.993], [12.564, 2.663, 6.894], [12.564, -9.730, 9.944], [11.652, -8.701, 10.605], [11.842, -8.653, 12.064], [11.421, -7.494, 12.857], [10.009, -7.473, 12.887], [12.141, -7.471, 9.950], [12.513, -10.634, 10.552], [13.605, -9.410, 9.902], [12.342, -9.985, 8.908], [10.643, -8.919, 10.255], [12.918, -8.673, 12.234], [11.350, -9.541, 12.461], [9.556, -7.381, 11.899], [9.753, -6.762, 13.672], [9.668, -8.393, 13.361], [13.130, -7.478, 10.157], [11.811, -6.704, 10.518], [16.943, -0.288, 8.115], [17.827, 0.223, 9.306], [19.223, 0.614, 8.801], [20.053, -0.402, 8.188], [21.393, -0.028, 7.906], [17.193, 1.361, 9.904], [17.296, -1.277, 7.821], [16.789, 0.425, 7.306], [15.898, -0.480, 8.357], [17.987, -0.588, 10.017], [19.816, 0.991, 9.634], [19.187, 1.434, 8.084], [21.970, -0.020, 8.831], [21.439, 0.998, 7.539], [21.847, -0.677, 7.157], [17.824, 1.838, 10.532], [17.257, 2.097, 9.216], [14.118, 0.436, 2.030], [12.728, 0.763, 2.669], [12.141, -0.510, 3.317], [10.867, -0.275, 3.967], [10.264, -1.584, 4.275], [12.888, 1.733, 3.739], [14.111, -0.283, 1.210], [14.749, -0.071, 2.760], [14.588, 1.311, 1.582], [12.023, 1.035, 1.884], [12.859, -0.869, 4.054], [11.942, -1.295, 2.588], [10.351, -2.366, 3.521], [9.197, -1.454, 4.458], [10.754, -2.113, 5.092], [13.885, 1.684, 3.891], [12.534, 1.221, 4.535], [17.817, -4.187, 7.350], [16.770, -4.952, 6.492], [15.705, -3.928, 6.049], [14.801, -3.437, 7.110], [13.961, -4.326, 7.849], [17.372, -5.539, 5.257], [18.451, -3.575, 6.709], [18.411, -4.918, 7.898], [17.334, -3.612, 8.140], [16.388, -5.825, 7.020], [15.010, -4.415, 5.365], [16.148, -3.079, 5.528], [13.038, -3.865, 8.201], [14.458, -4.416, 8.814], [13.854, -5.311, 7.396], [16.759, -5.634, 4.459], [18.205, -5.125, 4.864], [1.367, -7.125, 12.228], [2.711, -7.330, 11.475], [3.957, -6.604, 12.010], [4.120, -5.209, 11.650], [3.208, -4.338, 12.274], [2.870, -8.728, 11.281], [1.649, -7.295, 13.267], [0.464, -7.693, 12.003], [1.003, -6.098, 12.197], [2.549, -6.949, 10.467], [4.938, -6.999, 11.744], [4.066, -6.771, 13.081], [3.725, -3.381, 12.346], [2.810, -4.669, 13.233], [2.525, -4.207, 11.434], [2.152, -9.096, 10.672], [2.806, -9.328, 12.090]], "atomic_forces_ev_per_a": [[1.53, 1.63, -0.40], [-0.55, -2.64, -0.28], [-1.93, 1.13, 0.02], [-0.17, -0.81, 0.90], [0.33, 0.12, -1.22], [0.44, 0.98, 0.30], [-0.15, -0.99, 0.22], [-0.28, 0.65, 0.38], [0.51, -0.23, 0.61], [-0.21, 0.22, -0.73], [0.34, 0.48, -0.10], [0.10, -0.14, 0.20], [0.34, -1.14, 0.42], [0.48, 0.80, -0.13], [-0.07, 0.27, -0.05], [-0.19, -0.07, -0.29], [-0.44, -0.14, 0.07], [-0.87, 0.15, 0.54], [-0.07, 0.40, 1.68], [1.34, 0.83, -0.19], [-0.21, -0.58, -1.49], [0.37, 0.31, 0.55], [-1.33, -0.54, -0.96], [-0.11, 0.06, -0.35], [0.12, -0.49, 0.05], [0.32, -0.19, 0.04], [0.24, 0.17, 0.56], [0.24, -0.35, -0.10], [-0.59, 0.20, 0.13], [-0.49, 0.04, 0.09], [0.34, -0.51, -0.24], [0.15, 0.41, -0.10], [0.32, 0.34, 0.08], [-0.27, -0.23, -0.31], [-0.37, 0.77, 0.81], [0.95, -1.62, -0.60], [0.44, 0.97, 0.67], [-2.41, -0.98, 0.43], [1.43, -0.27, 1.13], [-1.33, 0.00, 0.11], [0.17, -0.10, 0.44], [0.01, 0.06, 0.02], [-0.05, 0.03, -0.15], [-0.06, 0.20, -0.19], [0.52, -0.13, 0.36], [-0.11, -0.17, -0.40], [0.06, 0.33, -1.58], [0.94, 1.18, 0.41], [-0.27, -0.41, -1.33], [-0.26, 0.05, -0.48], [0.19, -0.10, 0.34], [-0.46, 1.17, 1.84], [0.24, -0.96, -0.01], [-0.51, -0.11, 0.57], [0.05, -0.41, 0.87], [0.29, 1.40, -1.11], [0.70, -1.04, -0.25], [0.44, -0.27, -0.48], [-0.18, -0.74, -0.64], [-0.39, 0.26, 0.25], [0.73, 0.17, -0.25], [-0.16, 0.14, -0.13], [-0.55, -0.01, 0.52], [-0.12, 0.20, -0.23], [-0.23, 0.28, 0.00], [0.65, -0.28, -0.86], [-0.06, 0.55, -0.39], [-0.33, -0.39, 0.46], [-1.19, -0.41, -0.39], [1.64, 1.22, 2.37], [-1.06, -0.53, 0.27], [0.42, 0.27, -3.02], [1.83, -1.10, 0.66], [-0.46, 0.43, 0.11], [-0.08, -0.21, -0.04], [0.32, 0.12, 0.17], [0.09, 0.05, 0.18], [-0.19, 0.42, -0.77], [1.23, -0.09, -0.51], [-0.70, -0.35, 0.40], [-0.70, 0.95, -0.05], [-0.87, -0.73, -0.12], [0.02, 0.15, 0.61], [-0.50, -0.27, 0.08], [0.26, 0.04, 0.01], [2.16, 1.08, 1.11], [-3.34, 0.15, 0.26], [0.79, 1.13, 0.47], [0.21, -0.57, -1.51], [1.00, 0.13, -0.88], [-0.48, -0.09, -0.31], [-0.72, -0.29, -0.51], [-0.05, -0.13, -0.29], [0.18, -0.08, -0.29], [-0.42, 0.26, -0.22], [0.16, 0.09, 0.44], [-0.30, -0.23, -0.15], [0.14, 0.10, 0.55], [-0.54, 0.12, 0.30], [-0.27, -0.46, 0.46], [1.10, -0.59, 0.13], [0.26, -0.56, 0.09], [0.31, -0.32, -0.81], [-1.77, -0.36, -0.34], [0.42, -0.54, 1.05], [1.17, 0.89, -1.68], [-1.09, 1.18, -0.33], [0.90, 0.25, 0.66], [-0.63, -0.03, 0.89], [-0.02, 0.97, -0.24], [-0.08, -0.22, -0.05], [-0.14, 0.46, 0.41], [0.49, 0.18, 0.27], [-0.46, -0.81, 0.13], [0.15, -1.01, -0.23], [1.00, -0.37, 0.96], [-0.39, -0.33, -0.06], [-0.13, -0.14, -0.79], [0.23, 0.12, 0.26], [-0.66, -0.26, -1.03], [1.25, -0.26, 0.63], [0.96, -0.27, 2.74], [1.53, 0.85, -0.14], [-1.65, -0.89, -1.04], [-0.68, 0.61, -0.65], [0.67, 0.04, -0.25], [-0.19, 0.27, 0.25], [-0.02, -0.74, 0.17], [0.10, -0.14, -0.37], [0.14, 0.34, -0.51], [-0.75, -0.50, 0.11], [0.14, 0.98, -0.07], [0.04, -0.49, -0.08], [-0.06, 0.35, 0.40], [-0.54, 0.23, -0.31], [-0.18, -0.09, 0.03], [-0.72, 0.74, -1.11], [2.65, -2.07, 1.24], [-0.89, 0.96, -0.08], [0.04, -0.19, -0.86], [-0.17, -0.26, 0.87], [0.04, 0.84, -0.48], [-0.17, -0.15, -0.34], [-0.35, -0.26, 0.12], [-0.42, 0.05, 0.01], [0.28, -0.69, -0.31], [0.08, 0.31, -0.56], [-0.14, -0.26, 0.62], [0.09, -0.46, 0.10], [-0.42, 0.00, 0.00], [-0.03, -0.01, -0.06], [0.23, 0.12, 0.30], [-0.13, 1.21, 0.57], [-2.02, -2.72, 0.30], [0.92, 0.40, -3.05], [0.70, -1.41, -2.02], [-0.38, 1.42, 0.57], [-0.86, 0.27, 1.38], [0.17, 0.58, 2.28], [0.53, 0.84, 0.42], [0.52, 0.24, 0.26], [-0.53, -0.13, -0.22], [-0.08, 0.25, -0.11], [-0.76, -0.47, 0.32], [0.58, 0.91, 0.10], [0.39, -0.15, -1.02], [0.37, 0.19, 0.65], [0.14, -0.32, -0.05], [-0.06, -0.43, -0.35], [0.17, 0.42, 0.37], [2.12, 0.10, 0.06], [-0.22, 1.34, 0.60], [0.08, -0.96, 0.15], [1.18, -1.14, 0.16], [-0.32, -0.21, 0.97], [-0.20, -0.84, -0.96], [0.37, -0.42, 0.08], [-0.57, 0.55, -0.08], [-0.60, 0.34, 0.60], [-0.90, -0.22, -0.47], [-0.67, 0.56, 0.21], [0.30, -0.35, -0.70], [-0.17, 0.31, 0.03], [-0.83, -0.11, 0.08], [0.64, 0.57, -0.85], [-0.20, -0.15, -0.59], [0.06, 0.72, 0.50], [0.57, 0.65, -0.49], [-1.04, -2.63, 0.27], [-1.13, 0.22, 1.66], [-0.31, -1.04, -0.06], [0.24, 1.11, 0.92], [0.17, 0.60, -0.90], [-0.39, 0.77, -0.11], [0.24, 0.11, 0.16], [0.62, 0.39, 0.43], [0.69, -0.05, -0.35], [0.27, 0.47, 0.07], [0.29, -0.61, -0.53], [0.24, -0.38, -0.19], [-0.34, -0.31, -0.44], [0.19, 0.35, -0.69], [-0.10, 0.25, 0.33], [0.03, 0.15, 0.13], [-2.47, -1.41, -0.79], [0.85, 1.38, 0.38], [-2.57, -0.27, 0.24], [1.58, -0.31, -1.26], [-0.51, -0.08, 0.69], [0.72, 0.00, -0.63], [0.80, 0.16, -0.16], [0.04, 0.65, 0.17], [0.11, -0.30, 0.45], [-0.20, -0.06, -0.23], [0.44, 0.47, -0.11], [0.19, -0.42, 0.95], [-0.19, 0.22, 0.82], [1.14, -0.01, -0.24], [-0.07, 0.14, 0.18], [-0.26, 0.05, -0.30], [0.41, -0.15, -0.15], [-0.10, 1.23, 0.98], [-0.49, -2.94, -0.23], [0.00, -1.92, -1.36], [-0.61, 1.76, 0.18], [0.03, -0.37, 0.44], [1.22, 1.07, 0.18], [0.15, 0.19, 0.38], [-0.50, 0.16, -0.56], [-0.34, 0.03, -0.56], [-0.63, -0.11, 0.16], [-0.24, 0.28, 0.32], [-0.10, -0.49, 0.23], [0.28, 0.41, 0.12], [0.41, -0.49, 0.01], [-0.21, 0.08, -0.21], [1.02, 0.48, 0.36], [0.12, 0.47, -0.30], [-0.01, -1.35, 0.74], [0.82, 1.00, -2.90], [0.56, 0.19, 2.06], [-0.09, -1.17, -1.92], [0.31, -0.40, 1.39], [-0.65, 0.62, 0.83], [0.23, -0.40, -0.23], [0.05, 0.15, 0.42], [-0.55, 0.20, 0.12], [-0.27, 0.19, 0.34], [0.07, -0.29, 0.23], [0.17, -0.20, 0.52], [-0.18, 0.48, 0.16], [-0.34, 0.72, -0.70], [-0.23, -0.56, -0.32], [0.42, 0.22, -0.33], [-0.27, 0.64, -0.02], [-0.21, -0.39, 1.00], [0.29, -1.24, -2.22], [1.92, -0.05, -0.44], [-1.14, -0.64, -0.09], [-0.59, 0.79, 0.63], [0.54, 1.26, 0.17], [0.31, 0.33, -0.59], [0.87, 0.05, -0.22], [-0.06, 0.01, 0.85], [-0.35, 0.01, 0.22], [-0.10, 0.22, 0.52], [-0.48, 0.30, -0.19], [0.28, -0.26, 0.09], [-0.07, 0.19, -0.31], [-0.32, -0.19, 0.20], [0.29, -0.53, 1.18], [-0.87, 0.18, -0.94], [-0.79, -0.46, -0.20], [0.05, -1.79, -0.45], [-0.52, -0.06, -0.45], [0.04, -1.79, -0.35], [0.18, 0.58, 0.12], [0.32, -0.13, -0.26], [-0.63, -0.10, -0.15], [0.24, 0.46, 0.30], [0.06, 0.21, 0.50], [-0.03, 0.58, -0.01], [0.18, -0.23, 0.22], [0.38, -0.08, -0.30], [0.11, 0.56, -0.99], [0.19, 0.33, 0.20], [0.10, 0.62, 0.68], [0.30, 0.72, 0.50], [-0.23, 0.70, 0.60], [-0.39, -1.46, -0.04], [0.84, 1.22, -1.14], [-2.23, -1.36, 1.32], [0.70, 0.82, -0.79], [1.63, 0.16, 0.69], [0.32, -0.09, 0.16], [-0.03, 0.14, 0.18], [0.41, 0.04, -0.21], [-0.19, 0.27, -0.31], [-0.45, 0.42, 0.31], [0.16, -0.21, -0.51], [0.02, 0.15, 0.44], [-0.37, 0.22, -1.09], [0.29, -0.76, 0.24], [-0.33, 0.08, -0.11], [-0.55, -0.04, 0.33], [0.15, 0.42, 0.62], [0.82, 1.64, 1.27], [-1.75, 0.59, -1.17], [0.88, 0.44, 0.53], [0.46, -1.98, 1.02], [0.32, 0.64, -1.71], [1.12, -1.99, -0.54], [-0.46, -0.18, 0.38], [0.63, -0.64, -0.56], [0.22, 0.30, -0.02], [0.23, 0.27, -0.20], [-0.49, -0.69, -1.07], [-0.65, 0.53, 0.67], [-0.01, 0.11, 0.50], [-0.12, -0.06, -0.17], [-1.32, 0.41, 0.86], [0.03, 0.22, -0.24], [0.19, 0.41, 0.54]], "lowdin_charge": [-0.033, -0.394, -0.218, -0.195, -0.106, 0.037, 0.048, 0.056, 0.074, 0.106, 0.121, 0.124, 0.081, 0.082, 0.085, 0.066, 0.026, -0.047, -0.417, -0.154, -0.178, -0.117, 0.052, 0.073, 0.062, 0.075, 0.112, 0.093, 0.111, 0.093, 0.063, 0.080, 0.015, 0.033, -0.030, -0.354, -0.210, -0.197, -0.070, 0.074, 0.069, 0.043, 0.069, 0.113, 0.114, 0.115, 0.082, 0.066, 0.073, 0.031, 0.029, -0.059, -0.465, -0.183, -0.219, -0.062, 0.046, 0.083, 0.080, 0.070, 0.130, 0.125, 0.119, 0.077, 0.065, 0.079, 0.066, 0.050, -0.047, -0.402, -0.150, -0.220, -0.102, 0.048, 0.088, 0.070, 0.038, 0.130, 0.127, 0.085, 0.093, 0.073, 0.075, 0.069, 0.055, -0.042, -0.423, -0.198, -0.192, -0.094, 0.041, 0.069, 0.071, 0.072, 0.135, 0.076, 0.124, 0.072, 0.083, 0.084, 0.003, 0.069, -0.056, -0.366, -0.221, -0.205, -0.124, 0.035, 0.067, 0.055, 0.065, 0.134, 0.123, 0.111, 0.086, 0.088, 0.085, 0.040, 0.061, -0.044, -0.451, -0.178, -0.207, -0.094, 0.038, 0.081, 0.056, 0.072, 0.123, 0.123, 0.113, 0.073, 0.084, 0.065, 0.068, 0.077, -0.056, -0.462, -0.133, -0.223, -0.068, 0.081, 0.073, 0.072, 0.068, 0.114, 0.105, 0.106, 0.069, 0.089, 0.078, 0.032, 0.061, -0.063, -0.382, -0.154, -0.212, -0.151, 0.020, 0.068, 0.071, 0.055, 0.140, 0.105, 0.089, 0.092, 0.085, 0.079, 0.067, 0.036, -0.076, -0.432, -0.215, -0.177, -0.109, 0.075, 0.070, 0.064, 0.079, 0.146, 0.119, 0.124, 0.089, 0.081, 0.078, 0.064, 0.046, -0.039, -0.348, -0.221, -0.182, -0.087, 0.013, 0.029, 0.068, 0.069, 0.129, 0.118, 0.120, 0.084, 0.085, 0.084, 0.078, 0.080, -0.060, -0.392, -0.207, -0.182, -0.100, 0.033, 0.079, 0.080, 0.065, 0.132, 0.100, 0.113, 0.068, 0.077, 0.071, 0.037, 0.055, -0.030, -0.440, -0.226, -0.187, -0.072, 0.056, 0.041, 0.063, 0.049, 0.098, 0.111, 0.121, 0.086, 0.082, 0.087, 0.060, 0.070, -0.057, -0.452, -0.183, -0.198, -0.101, 0.039, 0.082, 0.084, 0.080, 0.123, 0.137, 0.128, 0.069, 0.086, 0.079, 0.075, 0.070, -0.026, -0.405, -0.191, -0.200, -0.111, 0.039, 0.058, 0.087, 0.050, 0.123, 0.117, 0.123, 0.083, 0.079, 0.088, 0.087, 0.092, -0.061, -0.415, -0.208, -0.205, -0.076, 0.063, 0.069, 0.073, 0.077, 0.124, 0.119, 0.116, 0.078, 0.073, 0.078, 0.058, 0.017, -0.051, -0.396, -0.161, -0.236, -0.095, 0.023, 0.079, 0.073, 0.060, 0.126, 0.110, 0.125, 0.067, 0.072, 0.090, 0.057, 0.059, -0.063, -0.429, -0.162, -0.212, -0.111, 0.019, 0.072, 0.073, 0.056, 0.137, 0.105, 0.109, 0.067, 0.089, 0.091, 0.074, 0.070]}